# 1
The following is a DFT calculation (ωB97M-V/def2-TZVPD) of 2 unconnected molecules or ions with the total composition C3H3O3S in a non-equilibrium geometry.

Kohn-Sham gap = 5.72 eV
Energy relative to the best compared isomer or geometry (same formula, charge and spin) = 45.65 kcal/mol
Lowest unoccupied orbital energy = 3.6 eV

```
! wB97M-V def2-TZVPD RIJCOSX def2/J DEFGRID3
* xyz -1 1
C 3.808 0.842 -0.039
C 2.167 -1.443 0.550
C 0.646 0.185 -0.587
O 3.753 1.118 -1.137
O 4.114 0.682 1.049
O 1.904 -0.234 0.140
S 1.058 -2.722 0.375
H 0.187 1.143 -0.200
H -0.118 -0.597 -0.568
H 0.790 0.306 -1.650
*
```

---

# 2
The following is a DFT calculation (ωB97M-V/def2-TZVPD) of 2 unconnected molecules or ions with the total composition C3H3O3S in a non-equilibrium geometry.

Kohn-Sham gap = 8.35 eV
Energy relative to the best compared isomer or geometry (same formula, charge and spin) = 65.42 kcal/mol
Lowest unoccupied orbital energy = 3.4 eV

```
! wB97M-V def2-TZVPD RIJCOSX def2/J DEFGRID3
* xyz -1 1
C -2.116 0.409 0.140
C -0.898 -0.402 0.519
C 1.672 0.178 -0.172
O -1.959 0.307 -1.121
O -2.854 1.079 0.837
O 0.726 0.701 0.652
S -0.558 -1.928 0.258
H 1.611 -1.062 -0.049
H 2.755 0.213 0.140
H 1.622 0.505 -1.205
*
```

---

# 3
The following is a DFT calculation (ωB97M-V/def2-TZVPD) of 2 unconnected molecules or ions with the total composition C3H3O3S in a non-equilibrium geometry.

Kohn-Sham gap (alpha / beta) = 6.38 / 8.39 eV
Energy relative to the best compared isomer or geometry (same formula, charge and spin) = 126.52 kcal/mol
Lowest unoccupied orbital energy (alpha / beta) = 2.5 / 3.2 eV

```
! wB97M-V def2-TZVPD RIJCOSX def2/J DEFGRID3
* xyz -1 1
C 1.326 0.995 0.000
C 2.217 1.781 -0.251
C 0.209 -0.059 0.147
O 4.423 -0.834 1.186
O 4.694 -0.757 -1.243
O 4.474 1.397 0.049
S 4.831 -0.030 0.028
H -0.678 0.361 0.649
H 0.232 -0.344 -0.940
H 0.605 -0.788 0.918
*
```

---

# 4
The following is a DFT calculation (ωB97M-V/def2-TZVPD) of a molecular structure, C3H3O3Tm in a non-equilibrium geometry.

Kohn-Sham gap (alpha / beta) = 8.67 / 3.91 eV
Energy relative to the best compared isomer or geometry (same formula, charge and spin) = 0.00 kcal/mol
Lowest unoccupied orbital energy (alpha / beta) = -8.9 / -12.8 eV

```
! wB97M-V def2-TZVPD RIJCOSX def2/J DEFGRID3
* xyz 2 3
C -0.369 -0.092 -0.325
C 0.104 2.080 -1.073
O -0.365 0.795 -1.303
O 0.742 -0.430 0.173
C 1.402 2.342 -1.192
H -0.672 2.828 -0.914
H 1.613 3.288 -0.644
H 2.145 1.554 -1.324
O -1.440 -0.589 0.129
Tm -0.362 -1.966 1.660
*
```

---

# 5
The following is a DFT calculation (ωB97M-V/def2-TZVPD) of a molecular structure, C3H3O3Y in a non-equilibrium geometry.

Kohn-Sham gap (alpha / beta) = 3.67 / 3.09 eV
Energy relative to the best compared isomer or geometry (same formula, charge and spin) = 197.18 kcal/mol
Lowest unoccupied orbital energy (alpha / beta) = -22.1 / -22.2 eV

```
! wB97M-V def2-TZVPD RIJCOSX def2/J DEFGRID3
* xyz 4 1
O 2.487 -1.298 1.497
Y 2.950 1.810 0.548
O 3.224 -0.897 -0.498
C 2.849 -1.518 0.415
O -0.820 -0.297 0.470
C -1.867 0.230 0.615
H -2.758 1.173 0.293
C -2.045 0.289 -0.793
H -1.569 1.131 -1.306
H -2.451 -0.624 -1.241
*
```

---

# 6
The following is a DFT calculation (ωB97M-V/def2-TZVPD) of a molecular structure, C3H3O3Yb in a non-equilibrium geometry.

Kohn-Sham gap = 6.80 eV
Energy relative to the best compared isomer or geometry (same formula, charge and spin) = 37.27 kcal/mol
Lowest unoccupied orbital energy = -5.9 eV

```
! wB97M-V def2-TZVPD RIJCOSX def2/J DEFGRID3
* xyz 1 1
O -0.898 1.770 0.452
O 1.978 -0.304 -1.638
C 1.124 -0.230 -0.713
O -0.009 -0.865 -0.929
C -1.006 -0.604 0.060
H -1.097 -1.451 0.759
C -0.786 0.645 0.871
H -0.470 0.443 1.919
H -1.967 -0.510 -0.465
Yb 3.131 1.106 -0.316
*
```

---

# 7
The following is a DFT calculation (ωB97M-V/def2-TZVPD) of a molecular structure, C3H3O4Rb in a non-equilibrium geometry.

Kohn-Sham gap = 4.07 eV
Energy relative to the best compared isomer or geometry (same formula, charge and spin) = 33.96 kcal/mol
Lowest unoccupied orbital energy = -1.1 eV

```
! wB97M-V def2-TZVPD RIJCOSX def2/J DEFGRID3
* xyz 0 1
C -1.214 -0.716 -0.252
C -1.459 -0.140 0.952
O -1.328 1.133 1.241
H -1.025 -0.122 -1.150
H -1.723 -0.824 1.784
C 3.081 0.523 -0.816
O 2.824 1.639 -0.585
Rb 0.169 3.790 0.322
O -1.481 -2.043 -0.547
H -0.955 -2.611 0.024
O 3.109 -0.627 -0.972
*
```

---

# 8
The following is a DFT calculation (ωB97M-V/def2-TZVPD) of C3H3P3 in the gas phase in a non-equilibrium geometry.

Kohn-Sham gap = 7.76 eV
Energy relative to the best compared isomer or geometry (same formula, charge and spin) = 61.73 kcal/mol
Lowest unoccupied orbital energy = -1.0 eV

```
! wB97M-V def2-TZVPD RIJCOSX def2/J DEFGRID3
* xyz 0 1
C 1.289 0.190 -0.338
C 0.068 0.512 -0.179
C -1.389 0.112 -0.294
P 2.901 -0.203 -0.544
P -1.051 1.808 0.406
P -2.463 -1.156 -0.460
H 3.039 -0.733 0.871
H -0.729 1.516 1.714
H -1.663 -2.046 -1.176
*
```

---

# 9
The following is a DFT calculation (ωB97M-V/def2-TZVPD) of 2 unconnected molecules or ions with the total composition C3H3P3 in a non-equilibrium geometry.

Kohn-Sham gap (alpha / beta) = 5.58 / 6.42 eV
Energy relative to the best compared isomer or geometry (same formula, charge and spin) = 133.67 kcal/mol
Lowest unoccupied orbital energy (alpha / beta) = -2.2 / -1.9 eV

```
! wB97M-V def2-TZVPD RIJCOSX def2/J DEFGRID3
* xyz 0 1
C -0.966 -0.761 0.288
C -0.804 0.718 0.284
C 0.267 -0.162 0.402
P -1.527 -2.283 -0.170
P -1.519 2.199 -0.030
P 2.799 -0.219 0.138
H -0.352 -2.887 0.087
H -0.418 3.054 0.098
H 2.520 0.340 -1.096
*
```

---

# 10
The following is a DFT calculation (ωB97M-V/def2-TZVPD) of C3H4 in the gas phase in a non-equilibrium geometry.

Kohn-Sham gap = 11.08 eV
Energy relative to the best compared isomer or geometry (same formula, charge and spin) = 4.34 kcal/mol
Lowest unoccupied orbital energy = 1.1 eV

```
! wB97M-V def2-TZVPD RIJCOSX def2/J DEFGRID3
* xyz 0 1
C -0.951 -0.006 0.018
C 0.514 -0.142 0.042
C 1.728 0.016 0.033
H -1.440 -0.793 -0.560
H -1.312 0.940 -0.407
H -1.372 -0.041 0.964
H 2.834 0.026 -0.089
*
```

---

Q: Number 4 is which compound?
A: C3H3O3Tm

---

Q: Number 10 is which compound?
A: C3H4